1.
13
Properties=species:S:1:pos:R:3:forces:R:3:mulliken_charge:R:1 method="wB97M-V/def2-TZVPD" lumo_ev=0.8 e_above_lowest_kj_mol=339.5 smiles="CC1=C[C@H]1C(=O)O" total_energy_ha=-344.47261 multiplicity=1 mol_weight_da=98.1
C -0.4886 0.2666 -1.9398 1.3172 5.5455 -0.9734 -1.062
C -0.6774 -0.1690 -0.5897 -0.6683 -0.8969 0.3884 0.351
C -1.2471 -0.8655 0.3519 -1.6961 -0.5862 -1.4220 -0.449
C -0.2250 0.1748 0.7459 -3.6409 2.1825 3.7082 -0.146
C 0.9696 -0.2971 1.4162 2.8821 -3.5938 1.1212 0.634
H 0.6343 0.5749 -2.0748 -2.0379 -0.8637 -0.0863 0.270
H -1.0529 1.4077 -2.1394 1.4449 -3.1169 0.8578 0.237
H -0.8654 -0.3112 -2.7313 -0.2786 -1.1295 -0.7622 0.339
H -2.1941 -1.5180 0.4779 2.2036 1.1808 0.3395 0.317
H -0.7440 1.1315 1.4173 1.8042 -2.0740 -2.1549 0.203
H 2.7554 0.4356 1.7964 2.1666 -1.4686 1.4972 0.324
O 1.9451 0.5980 1.4025 -2.3968 2.8585 -1.7744 -0.421
O 1.1901 -1.4283 1.8670 -1.1000 1.9623 -0.7391 -0.595

2.
17
Properties=species:S:1:pos:R:3:forces:R:3:mulliken_charge:R:1 method="wB97M-V/def2-TZVPD" lumo_ev=0.4 e_above_lowest_kj_mol=92.1 smiles=CN(C)C.SS total_energy_ha=-971.98305 multiplicity=1 mol_weight_da=125.3
S -1.0869 2.3067 0.8921 -1.2148 0.5197 0.8733 -0.161
S 0.8590 2.3188 0.2772 1.0419 -0.4384 -0.6523 -0.145
H -1.5629 1.3006 0.1581 0.3478 -0.0973 -0.3180 0.145
H 1.1991 3.4047 0.9789 -0.2062 0.0645 0.0752 0.149
C -0.9691 -1.5962 -0.1163 0.1534 -0.0544 -0.2081 -0.695
N 0.1979 -2.4329 -0.2629 0.2053 -0.0244 0.1342 -0.094
C -0.0512 -3.6066 -1.0588 -0.1216 -0.3022 -0.0182 -0.964
C 1.3659 -1.7117 -0.7214 0.0285 0.1658 0.3831 -0.864
H -1.7253 -2.1441 0.4436 -0.1344 0.1141 0.0322 0.333
H -1.3991 -1.2881 -1.0855 -0.0332 -0.0238 -0.0596 0.345
H -0.6941 -0.6894 0.4188 -0.0369 -0.0636 0.2116 0.079
H 0.8473 -4.2199 -1.0714 0.0509 -0.0730 -0.0897 0.334
H -0.8488 -4.2108 -0.6265 -0.0575 0.0486 0.1424 0.313
H -0.3495 -3.4010 -2.0998 0.0915 0.1857 -0.0670 0.332
H 2.2259 -2.3808 -0.7347 -0.0400 -0.0814 -0.2413 0.337
H 1.6237 -0.9305 -0.0013 -0.1640 0.0899 -0.0909 0.245
H 1.2257 -1.2482 -1.7092 0.0893 -0.0299 -0.1071 0.311

3.
55
Properties=species:S:1:pos:R:3:forces:R:3:mulliken_charge:R:1 method="wB97M-V/def2-TZVPD" lumo_ev=-0.3 e_above_lowest_kj_mol=89.1 total_energy_ha=-1716.78310 multiplicity=1 mol_weight_da=357.4
O -1.6388 -1.6052 1.2490 0.3958 -0.1412 0.5517 -0.574
C -0.8134 -1.2081 0.4562 -1.0732 0.5625 -0.1201 -0.047
C -0.3159 0.2845 0.5440 0.8179 -0.6643 -0.3157 1.955
C 0.7740 0.6960 -0.4967 -2.0120 -0.9817 -0.0324 -0.963
S 0.0606 1.7757 -1.7621 -0.3837 -0.0667 -0.1865 -0.117
N 0.2237 0.6814 1.8153 -1.8631 0.2567 0.3903 -0.307
H -0.7733 -1.8411 -0.4487 1.0509 0.3513 -0.3980 0.036
H -1.3595 0.6878 0.3264 1.5958 0.5067 0.4250 -0.837
H 1.6666 1.0835 -0.0186 -0.1662 0.1237 0.0821 0.338
H 0.9897 -0.2434 -0.9784 0.6495 -0.2106 -0.4791 0.268
H 0.1459 0.8466 -2.7286 -0.1331 0.3640 -0.0489 0.055
H 1.1976 0.5989 2.0325 0.1447 -0.8446 -0.4583 0.351
H -0.4091 0.4116 2.5482 0.0793 0.1212 0.5432 0.001
H 3.6637 -0.4947 1.4774 0.3300 0.3077 0.3724 0.304
H 3.3569 0.2018 2.8810 0.5262 -0.0097 -0.0842 0.249
O 2.9894 -0.2544 2.1222 -0.4147 -0.0982 -0.3217 -0.624
H -0.8447 -2.0336 4.1241 0.0484 -0.0219 -0.3783 0.322
H -2.1779 -1.6787 3.3923 0.6496 -0.4931 -0.1377 0.351
O -1.7730 -1.8346 4.2579 -0.6193 0.2588 0.3686 -0.658
H -1.7850 -0.5515 -4.4865 0.3608 -0.0968 -0.1756 0.236
H -0.5639 -1.1064 -3.5884 -0.5054 -0.5066 -0.5704 0.413
O -1.4992 -0.8037 -3.6085 -0.5764 0.4933 0.7608 -0.566
H 2.4002 -3.1057 2.7494 -0.0078 0.4151 -0.1748 0.270
H 1.9659 -1.9098 1.8314 0.3615 0.5139 0.5185 0.385
O 1.8622 -2.8424 1.9950 -0.5226 -1.0885 -0.2868 -0.641
H -2.7880 2.6613 1.1959 0.2296 0.4666 0.3519 0.305
H -2.1827 2.4907 2.5375 -0.1762 -0.1485 0.4854 0.351
O -2.5294 3.1904 1.9746 0.0322 -0.1820 -0.7238 -0.690
H -0.5759 -4.1904 -1.8883 0.4168 0.0211 0.2012 0.472
H 0.8023 -4.0032 -1.1462 -0.1069 0.0016 0.2640 0.306
O 0.3846 -4.3948 -1.9159 -0.3161 -0.4117 -0.2493 -0.763
H 3.3046 0.2717 -3.4243 0.4355 -1.7241 -0.0420 0.341
H 2.7941 -0.1551 -2.2188 0.1814 -0.5531 0.5865 0.397
O 3.2926 -0.5971 -2.9252 -0.6468 2.0257 -0.5371 -0.664
H 1.5109 3.7825 0.8208 -0.2098 0.5614 0.0710 0.391
H 1.7349 4.3163 -0.6324 -0.2673 0.0350 0.0131 0.300
O 2.1709 3.9195 0.1238 0.5524 -0.4784 -0.1686 -0.648
H -2.4872 0.0588 3.8293 -0.4076 -0.0720 -0.3561 0.321
H -3.1117 0.5442 2.3891 -0.1705 -0.5578 0.4609 0.279
O -2.4759 0.6913 3.0974 0.4972 0.6783 0.1179 -0.694
H -2.5866 -2.6311 -1.8407 0.1380 0.0029 -0.0280 0.289
H -2.1984 -3.7332 -0.7827 -0.4286 0.4214 -0.5806 0.344
O -2.2123 -3.5137 -1.7359 0.0681 -0.4552 0.7449 -0.680
H 3.6762 2.3427 -2.3906 -0.7499 -0.2647 0.6881 0.265
H 2.7951 2.2595 -1.0924 0.1060 0.5242 -0.2842 0.298
O 2.8472 1.9668 -2.0174 1.4554 0.3462 -0.4751 -0.582
H -3.0697 0.8657 -1.0384 0.1285 -0.0202 -0.0268 0.247
H -3.6148 2.2166 -0.6254 -0.0120 -0.2463 0.0668 0.338
O -3.3561 1.3568 -0.2585 -0.3181 0.2900 -0.2209 -0.651
H 0.9485 2.5395 1.9762 -0.5335 -0.0925 0.5007 0.337
H -0.2296 3.2496 2.5949 0.2332 0.2293 -0.2477 0.397
O 0.7230 3.3604 2.4448 0.1575 0.1300 -0.1163 -0.806
H 1.3445 -1.9162 -2.9779 0.3092 -0.1145 -0.3951 0.286
H 0.4384 -3.1564 -3.0738 0.2175 0.2572 -0.1001 0.435
O 0.6033 -2.2777 -3.4819 0.4519 0.2792 0.1555 -0.722

4.
66
Properties=species:S:1:pos:R:3:forces:R:3:mulliken_charge:R:1 method="wB97M-V/def2-TZVPD" lumo_ev=1.9 e_above_lowest_kj_mol=56.7 total_energy_ha=-7608.09142 total_charge=-1 multiplicity=1 mol_weight_da=911.3
Au 0.5884 1.0465 0.0188 -0.3110 0.6015 -0.2032 1.554
O -0.6339 1.1141 4.2062 -0.1049 -0.0356 0.1504 -0.557
P 0.0368 1.7847 2.9174 0.2981 -0.1245 -0.0726 0.583
O 1.2077 2.6218 3.2387 -0.2495 0.0008 0.0710 -0.687
O 0.2072 0.5792 1.9911 0.1899 -0.2821 0.0482 -0.436
O -1.1902 2.6314 2.3305 -0.2071 0.2661 0.1318 -0.088
P -1.4955 3.1588 0.8276 0.4311 0.1883 -0.0310 0.858
O -0.1653 4.0358 0.4999 -0.3018 -0.2318 -0.0967 -0.384
O -2.7185 3.9643 0.8490 -0.1585 0.0776 -0.0341 -0.780
O -1.3654 1.9630 -0.1014 -0.1059 -0.3916 -0.1545 -0.606
H -0.5720 1.7191 4.9487 0.0573 0.0758 0.1639 0.285
H -0.2263 4.9067 0.8971 -0.0015 0.1488 0.1391 0.244
O 3.8120 3.1367 -3.5579 0.0044 0.0163 -0.0678 -0.605
C 4.0280 2.4823 -2.3122 0.0260 0.0676 0.0322 -1.396
C 3.7638 0.9817 -2.3858 -0.0383 0.0244 -0.0357 2.809
C 4.7540 0.3069 -3.3492 -0.0428 0.0462 -0.0570 -1.243
O 6.1138 0.3842 -2.9442 0.0790 0.0081 0.0237 -0.570
C 2.3852 0.6826 -2.9633 -0.1407 0.0585 0.0117 -1.230
Se 0.8373 1.6661 -2.2589 0.2962 -0.1295 -0.3406 -0.131
C 3.9071 0.3330 -1.0160 -0.0940 0.0299 0.2201 -1.741
Se 2.9120 1.1411 0.4733 0.6620 -0.3919 -0.0679 -0.283
H 2.8731 3.3576 -3.5951 0.0294 -0.0227 0.0314 0.391
H 3.3992 2.9153 -1.5344 0.0142 0.0160 -0.0058 0.482
H 5.0683 2.6703 -2.0234 -0.0260 -0.0024 -0.0165 0.567
H 4.6256 0.7424 -4.3469 0.0063 -0.0091 0.0316 0.503
H 4.5176 -0.7585 -3.4099 0.0249 0.0029 0.0003 0.335
H 6.3852 1.3062 -2.9914 -0.0124 -0.0137 -0.0176 0.392
H 2.2101 -0.3867 -2.8839 -0.1654 -0.1225 0.0134 -0.345
H 2.3761 0.9279 -4.0280 -0.0599 0.0569 -0.0102 0.613
H 4.9454 0.3994 -0.6821 -0.0072 0.0446 0.0303 0.582
H 3.6699 -0.7318 -1.0918 -0.0628 0.0112 0.0723 0.202
O -0.3470 -1.8009 -0.2256 -0.4970 0.4014 0.1700 -0.889
P 0.4785 -2.9084 -0.7340 0.5163 -0.4699 -0.1378 1.314
C 0.8032 -2.6932 -2.5099 -0.0087 0.0293 0.1196 0.477
C -0.0825 -1.8402 -3.1626 0.0255 0.0926 -0.0230 -0.250
C 0.0569 -1.5968 -4.5225 -0.0451 0.0190 0.0184 -0.727
C 1.0794 -2.2021 -5.2343 0.0303 -0.0187 -0.0071 -0.477
C 1.9674 -3.0539 -4.5861 -0.0081 0.0252 -0.0810 -0.680
C 1.8275 -3.3023 -3.2316 0.0257 0.0004 0.0335 -0.224
C -0.3520 -4.5238 -0.6515 0.1329 0.0587 0.0439 0.395
C 0.1152 -5.5867 0.1118 -0.0037 0.0056 0.0393 -0.154
C -0.5975 -6.7773 0.1615 0.0024 -0.0478 0.0199 -0.694
C -1.7815 -6.9090 -0.5460 -0.0015 -0.0236 0.0076 -0.417
C -2.2599 -5.8454 -1.3005 -0.0189 0.0325 -0.0286 -0.661
C -1.5480 -4.6591 -1.3537 -0.0451 -0.0210 -0.0307 -0.709
C 2.0366 -3.0586 0.1840 -0.1986 0.0643 -0.0119 0.624
C 3.0620 -3.9686 -0.0784 0.0061 -0.0868 -0.0497 -0.239
C 4.2065 -3.9712 0.6982 0.0433 -0.0371 -0.0257 -0.821
C 4.3351 -3.0711 1.7509 -0.0218 0.0364 0.0326 -0.517
C 3.3125 -2.1814 2.0305 0.0504 -0.0141 0.0325 -0.392
C 2.1619 -2.1733 1.2525 -0.0317 -0.0269 -0.0422 -1.324
H -0.8475 -1.3333 -2.5870 0.0174 0.0071 -0.0002 0.482
H -0.6237 -0.9118 -5.0124 0.0152 -0.0134 -0.0048 0.385
H 1.1944 -2.0034 -6.2926 0.0124 -0.0010 0.0019 0.385
H 2.7765 -3.5181 -5.1359 -0.0022 0.0034 -0.0125 0.430
H 2.5375 -3.9556 -2.7445 -0.0109 -0.0066 0.0186 0.066
H 1.0286 -5.4847 0.6835 -0.0002 0.0058 -0.0037 0.389
H -0.2277 -7.5983 0.7630 -0.0086 -0.0041 -0.0092 0.393
H -2.3378 -7.8371 -0.5061 0.0026 0.0017 0.0063 0.368
H -3.1909 -5.9397 -1.8449 0.0046 -0.0033 0.0021 0.388
H -1.9267 -3.8262 -1.9346 0.0060 -0.0075 -0.0008 0.381
H 2.9641 -4.7002 -0.8705 -0.0029 0.0070 -0.0186 0.446
H 5.0009 -4.6758 0.4852 -0.0072 0.0008 -0.0032 0.406
H 5.2360 -3.0703 2.3520 -0.0020 0.0009 0.0010 0.403
H 3.4011 -1.4703 2.8412 0.0101 -0.0026 -0.0099 0.472
H 1.3647 -1.4743 1.4731 -0.0163 0.0084 -0.0069 0.649

5.
17
Properties=species:S:1:pos:R:3:forces:R:3:mulliken_charge:R:1 method="wB97M-V/def2-TZVPD" lumo_ev=-1.2 e_above_lowest_kj_mol=556.2 smiles="Cc1cc(=O)nc(NC#N)[nH]1" total_energy_ha=-526.31466 multiplicity=1 mol_weight_da=150.1
C -0.4121 2.2744 -0.0409 -2.5543 3.4683 -0.4195 -1.305
C -0.5225 0.8309 -0.0861 -0.9096 -2.2773 -0.2857 0.540
C -1.6662 0.1439 -0.2882 -2.4169 1.8365 -0.1084 -0.394
C -1.8550 -1.3076 -0.0068 -5.8019 -0.8585 4.0067 0.405
C 0.4588 -1.2959 -0.3446 -5.6948 2.4446 4.0121 0.322
C 2.7759 -1.1987 0.1370 2.5847 4.2677 0.4565 0.380
H -0.0159 2.8681 -0.8980 -0.0368 -1.0383 0.3386 0.274
H -1.3991 2.8400 0.2441 0.9630 -1.6474 -1.2400 0.336
H 0.0206 2.6768 0.8168 1.9722 0.0226 1.6043 0.381
H -2.4291 0.9065 -0.5309 -0.4422 -1.3541 0.3242 0.314
H 1.4545 -2.9738 -0.1057 0.7426 3.3145 -2.1939 0.442
H 1.5143 0.3756 0.6163 -3.1159 -1.0763 -2.3894 0.332
N -0.7313 -1.9646 -0.0970 5.8772 -0.8230 -2.4479 -0.461
N 1.5886 -1.9210 -0.6220 5.4633 -4.0220 4.0881 -0.281
N 3.5647 -0.3237 0.5621 -5.5518 -6.6791 -2.9965 -0.465
N 0.5788 0.0339 0.0387 3.6462 0.3039 1.0296 -0.157
O -2.9251 -1.9651 0.6053 5.2750 4.1180 -3.7787 -0.663